[1]
{"formula": "C7H10NP", "method": "ωB97M-V with the def2-TZVPD basis set", "e_lumo_ha": 0.0187, "orbital_gap_ev": 9.28, "symbols": ["N", "C", "H", "P", "C", "C", "H", "H", "H", "H", "H", "C", "C", "H", "H", "C", "H", "C", "H"], "xyz": [[0.5460, -0.9084, -0.4880], [1.6724, 1.8788, -1.6175], [-0.3513, -2.6793, -0.5055], [-0.7993, 2.8158, -0.3840], [-0.3477, -1.8969, 1.5727], [0.3212, 1.8147, -1.0222], [-0.0060, 4.1471, -0.7102], [-2.4864, -1.1898, 2.0003], [1.7675, 2.1717, -2.6598], [2.1885, 2.6953, -1.0526], [2.1613, 0.7930, -1.5229], [0.3177, -2.1050, 0.2458], [-0.3168, -0.0086, -0.3653], [-2.4528, 0.4205, -0.0104], [0.3330, -1.3817, 2.1745], [-1.5147, -0.0791, 0.3943], [-0.6224, -2.8109, 2.2097], [-1.5864, -1.0408, 1.3238], [1.1762, -2.6365, 0.4172]], "forces_ev_per_a": [[0.652, 1.565, 0.074], [1.105, -1.668, 0.960], [0.842, 0.105, 1.403], [0.980, 2.497, -0.430], [-2.500, -0.843, 0.366], [-1.556, -3.702, 0.910], [-1.150, -1.569, 0.400], [1.070, 0.228, -1.207], [-0.587, -0.105, -0.199], [0.136, -0.988, -0.302], [-0.722, 2.432, 0.049], [-3.301, -1.369, -1.695], [3.191, 3.274, -1.987], [1.440, -0.258, 0.976], [1.168, 1.166, 1.197], [-3.089, -0.303, -0.410], [0.443, 0.936, -1.434], [-0.469, -0.119, 1.460], [2.348, -1.281, -0.129]], "nbo_charge": [-0.446, -0.729, 0.191, 0.423, -0.473, -0.383, -0.068, 0.219, 0.241, 0.238, 0.253, -0.228, 0.328, 0.246, 0.218, -0.365, 0.227, -0.097, 0.203]}

[2]
{"formula": "C3H7NO2", "method": "ωB97M-V with the def2-TZVPD basis set", "e_lumo_ha": [0.0355, -0.1329], "spin_multiplicity": 3, "orbital_gap_ev": [4.61, 7.79], "symbols": ["H", "H", "H", "O", "C", "O", "H", "N", "H", "C", "H", "H", "C"], "xyz": [[-1.1280, -0.8875, 0.0453], [-1.1357, -0.3529, 2.1169], [0.1819, 1.3898, -1.4008], [0.7976, -0.0775, 1.7642], [0.9401, -0.4543, 0.4089], [-0.7422, 1.0242, 0.7273], [-1.1243, 0.3828, -2.1451], [-0.4847, 0.4804, 2.0161], [1.7204, -0.0018, 0.0010], [-0.4230, -0.0562, -0.1755], [0.5106, -0.3029, -2.0559], [1.1432, -1.5567, 0.2327], [-0.2561, 0.4125, -1.5351]], "forces_ev_per_a": [[-0.074, 0.312, -0.343], [-1.558, -0.230, 1.128], [0.137, 0.452, -0.793], [3.273, -2.518, 0.737], [-2.830, -2.234, 0.893], [-0.966, -0.322, 1.075], [-0.856, 0.383, -0.379], [-1.271, 1.783, -2.603], [3.350, 2.600, -1.825], [0.591, -1.048, 1.979], [-1.162, 1.333, 0.794], [-0.385, 0.707, 0.950], [1.751, -1.217, -1.612]], "nbo_charge": [0.152, 0.176, 0.233, -0.237, -0.140, -0.384, 0.232, 0.044, 0.193, -0.056, 0.209, 0.202, -0.625]}

[3]
{"formula": "C5H13NO2", "method": "ωB97M-V with the def2-TZVPD basis set", "e_lumo_ha": 0.0242, "smiles": "CN[C@H](C)CC=O.O", "orbital_gap_ev": 9.33, "symbols": ["N", "H", "H", "H", "H", "H", "H", "C", "H", "C", "C", "H", "O", "H", "H", "C", "H", "C", "H", "O", "H"], "xyz": [[-1.2257, -0.9565, -0.1499], [-1.1818, 0.2548, -1.9616], [0.4273, -1.4703, 2.7429], [0.0672, -0.8879, -1.8468], [0.1849, 1.3527, 1.3114], [0.3371, 2.3359, -1.9338], [0.3254, 1.0596, -0.3428], [-0.3872, -0.9728, 2.2241], [-1.6459, -1.4716, -2.0333], [-0.1243, -0.7330, 0.7410], [2.1067, 0.4781, 0.7311], [0.6232, -1.5184, 0.5566], [0.0813, 1.8332, -2.7241], [-1.1716, -1.7390, 2.2878], [-0.5737, 2.4895, -3.0229], [0.6190, 0.6455, 0.6009], [-0.6791, -0.0973, 2.7995], [-0.9793, -0.7364, -1.5907], [2.3875, -0.0722, 1.6503], [2.8481, 0.6489, -0.2009], [-2.0392, -0.4431, 0.1610]], "forces_ev_per_a": [[0.007, 0.418, 0.421], [-0.361, 0.243, 0.113], [0.495, 0.333, -0.126], [-0.003, -0.480, 0.075], [0.236, -0.103, 0.443], [0.638, -0.598, 0.021], [0.446, 0.122, -0.785], [-1.318, -0.992, 0.085], [0.302, 0.055, -0.793], [2.017, 0.086, 0.852], [-1.122, -0.887, -0.844], [-0.062, 0.139, -0.716], [-0.490, 1.639, 0.341], [-0.183, 0.293, 0.122], [0.048, -0.614, -0.616], [-0.963, 0.161, 0.134], [-0.142, 0.099, -0.084], [-0.468, -0.624, 0.806], [0.536, 0.366, 0.134], [0.486, 0.284, 0.464], [-0.098, 0.061, -0.046]], "nbo_charge": [-0.626, 0.205, 0.217, 0.205, 0.211, 0.465, 0.214, -0.624, 0.200, -0.028, 0.443, 0.181, -0.919, 0.225, 0.463, -0.543, 0.200, -0.434, 0.103, -0.511, 0.351]}

[4]
{"formula": "C5H29NO10", "method": "ωB97M-V with the def2-TZVPD basis set", "e_lumo_ha": [-0.1004, -0.2910], "charge": 1, "spin_multiplicity": 2, "orbital_gap_ev": [10.09, 4.88], "symbols": ["O", "H", "N", "H", "H", "H", "C", "H", "O", "O", "C", "H", "O", "H", "H", "H", "H", "H", "H", "H", "C", "H", "H", "H", "H", "H", "O", "H", "H", "O", "O", "H", "O", "H", "H", "H", "H", "C", "H", "O", "H", "O", "H", "C", "H"], "xyz": [[2.5475, 1.1599, 1.4457], [0.9870, 0.0239, 2.2379], [0.6635, 0.6610, 0.2422], [3.2987, -0.0830, -1.0504], [1.8598, -1.9396, -0.5923], [-2.8538, -0.5233, 2.5396], [-1.7438, -1.1887, -3.2662], [0.5035, -3.0020, 1.0748], [-1.4071, 2.8825, 1.1580], [1.2174, 1.0300, -2.2666], [-0.8548, -0.6908, -2.4152], [3.3298, 1.1434, -0.1026], [1.4540, -2.8557, 0.8138], [-2.5252, 1.7860, 1.8007], [-0.5579, 2.4636, 1.3196], [-1.1355, 2.9953, -2.3784], [-0.9968, 1.2842, -1.5778], [-2.7749, -1.5453, 3.7329], [1.8810, -3.6998, 1.0163], [2.1396, 1.2981, -2.0153], [-0.5552, -0.0948, 0.0504], [2.1831, 2.0546, 1.4716], [1.2028, 0.7611, -0.6385], [1.2573, 0.0657, -2.1160], [-1.4478, -1.8215, -4.0937], [-2.2977, 0.3174, -1.1645], [3.5729, 0.8566, -0.9882], [2.1089, -0.7421, 1.0609], [0.2086, -0.8904, -2.5586], [-1.0993, -3.3481, 1.5427], [-2.6772, -1.4665, 2.7800], [-1.2395, 0.1109, 0.8921], [-3.1821, 1.1885, 2.2639], [2.4033, -2.0392, -2.0520], [-0.3481, -1.2005, 0.1326], [-1.6554, -3.5847, 0.7861], [-1.4037, 3.0001, 0.1767], [1.5409, 0.1848, 1.3089], [-3.6810, 1.7918, 2.8244], [-0.7472, 2.8133, -1.5176], [-1.5714, -2.6177, 2.0137], [2.1461, -1.3963, -1.3750], [-2.8023, -0.9918, -3.1671], [-1.2051, 0.2431, -1.2997], [-0.0347, 2.1611, -1.7334]], "forces_ev_per_a": [[0.046, 0.215, 0.473], [-0.124, -0.054, -0.067], [0.330, -4.133, 1.175], [0.463, 0.386, 0.073], [0.158, -0.211, -0.370], [-0.137, -0.390, 0.460], [0.263, -0.179, 0.053], [0.151, -0.122, 0.026], [0.096, -0.085, -0.726], [1.122, 0.442, 0.219], [-0.337, -0.248, -0.175], [0.450, -0.038, 0.370], [-0.288, -0.151, 0.066], [-0.762, -0.385, 0.452], [0.112, 0.229, 0.223], [-0.142, 0.434, -0.136], [-0.761, -2.236, 0.537], [-0.073, 0.101, 0.010], [0.074, 0.221, -0.075], [0.019, 0.052, -0.553], [-0.770, 0.679, -0.528], [-0.045, -0.045, 0.380], [-0.371, 1.443, -0.244], [0.322, 0.298, -0.692], [0.037, 0.072, 0.017], [0.258, -0.544, 0.040], [-0.163, -0.194, -0.771], [-0.896, 0.303, -0.162], [-0.902, -0.581, -0.215], [0.108, 0.490, -0.328], [0.268, 0.300, -0.413], [0.235, -0.101, -0.085], [0.731, 0.511, -0.512], [0.004, 0.118, 0.111], [0.229, 0.715, 0.145], [0.003, -0.012, 0.333], [-0.033, 0.085, 0.549], [0.576, 1.480, 0.392], [-0.113, -0.158, 0.059], [0.938, 1.422, -0.320], [-0.187, -0.345, -0.087], [-0.134, -0.683, 0.243], [-0.072, 0.046, 0.070], [-1.116, -0.526, 0.213], [0.432, 1.377, -0.228]], "nbo_charge": [-0.694, 0.218, -0.223, 0.490, 0.524, 0.518, -0.351, 0.520, -0.938, -0.984, -0.198, 0.480, -1.021, 0.503, 0.452, 0.504, 0.265, 0.492, 0.507, 0.522, -0.308, 0.492, 0.442, 0.505, 0.214, 0.242, -0.974, 0.281, 0.171, -0.985, -1.005, 0.281, -1.008, 0.514, 0.296, 0.490, 0.519, 0.017, 0.495, -0.960, 0.521, -1.019, 0.204, -0.516, 0.503]}

Per-record energy relative to the best compared isomer or geometry (same formula, charge and spin), kcal/mol: 78.04 114.17 54.48 39.13